Density functional theory data (ωB97M-V/def2-TZVPD) for 9 unconnected molecules or ions with the total composition C54H135N9O18 at a distorted geometry.

Positions of all 216 atoms, in Å:
1 C 4.19 3.64 -8.18
2 O 3.00 2.88 -8.39
3 C 1.84 3.49 -7.81
4 C 0.85 2.28 -7.70
5 N 1.60 1.10 -7.09
6 C 0.75 -0.12 -7.18
7 C 1.52 -1.31 -6.53
8 O 2.60 -1.75 -7.41
9 C 3.30 -2.80 -6.86
10 H 4.38 3.76 -7.11
11 H 4.15 4.68 -8.48
12 H 5.05 3.18 -8.66
13 H 1.43 4.37 -8.31
14 H 2.07 3.82 -6.80
15 H 0.60 2.06 -8.74
16 H -0.06 2.51 -7.14
17 H 2.47 0.93 -7.58
18 H 0.53 -0.35 -8.22
19 H -0.18 -0.01 -6.63
20 H 0.90 -2.15 -6.21
21 H 1.93 -1.07 -5.55
22 H 3.89 -3.31 -7.63
23 H 2.62 -3.58 -6.53
24 H 3.93 -2.41 -6.07
25 C -2.82 -1.62 0.70
26 O -1.46 -2.03 0.76
27 C -1.20 -3.00 1.78
28 C 0.19 -3.70 1.65
29 N 1.33 -2.90 2.21
30 C 2.57 -3.68 2.04
31 C 2.78 -4.82 2.97
32 O 2.10 -5.97 2.49
33 C 2.59 -7.23 2.88
34 H -2.95 -0.58 0.40
35 H -3.36 -1.66 1.64
36 H -3.29 -2.27 -0.04
37 H -1.90 -3.81 1.57
38 H -1.45 -2.62 2.77
39 H 0.33 -4.04 0.63
40 H 0.11 -4.68 2.13
41 H 1.36 -2.03 1.69
42 H 3.36 -2.96 2.26
43 H 2.77 -3.96 1.01
44 H 2.43 -4.58 3.97
45 H 3.86 -4.87 3.09
46 H 2.28 -7.54 3.88
47 H 3.68 -7.21 2.87
48 H 2.27 -8.02 2.20
49 C -6.36 -3.74 0.92
50 O -6.24 -2.37 0.70
51 C -7.17 -1.46 1.15
52 C -6.89 -1.11 2.64
53 N -7.80 -0.03 3.06
54 C -7.62 0.46 4.46
55 C -8.05 -0.50 5.59
56 O -9.44 -0.76 5.55
57 C -9.95 -1.35 6.72
58 H -6.73 -4.32 0.07
59 H -7.09 -3.90 1.72
60 H -5.49 -4.32 1.24
61 H -8.19 -1.83 1.13
62 H -7.16 -0.58 0.51
63 H -5.85 -0.81 2.76
64 H -6.99 -1.94 3.33
65 H -8.70 -0.47 2.98
66 H -8.15 1.40 4.56
67 H -6.60 0.79 4.67
68 H -7.74 -0.09 6.55
69 H -7.52 -1.45 5.51
70 H -9.49 -2.27 7.09
71 H -11.01 -1.56 6.57
72 H -9.89 -0.61 7.52
73 C -0.78 0.30 12.92
74 O -1.22 -0.25 11.70
75 C -1.35 0.61 10.56
76 C -1.59 -0.26 9.29
77 N -0.34 -0.97 9.01
78 C -0.71 -1.97 7.93
79 C -1.15 -1.34 6.62
80 O -2.58 -1.11 6.58
81 C -3.08 -1.02 5.29
82 H -1.24 1.28 13.06
83 H 0.29 0.49 13.03
84 H -1.11 -0.39 13.69
85 H -0.36 1.05 10.43
86 H -2.10 1.36 10.80
87 H -2.00 0.28 8.44
88 H -2.41 -0.97 9.47
89 H -0.12 -1.46 9.86
90 H -1.50 -2.61 8.31
91 H 0.15 -2.62 7.74
92 H -0.93 -2.11 5.88
93 H -0.53 -0.47 6.38
94 H -2.73 -0.06 4.92
95 H -4.17 -1.05 5.27
96 H -2.74 -1.87 4.70
97 C 3.76 0.43 2.02
98 O 3.72 1.81 2.36
99 C 4.30 2.05 3.61
100 C 4.54 3.54 3.78
101 N 3.37 4.41 3.53
102 C 2.30 4.13 4.45
103 C 1.01 5.01 4.35
104 O 0.50 4.97 2.97
105 C -0.72 5.63 2.74
106 H 3.07 0.25 1.19
107 H 3.38 -0.23 2.80
108 H 4.71 0.11 1.60
109 H 5.25 1.55 3.74
110 H 3.67 1.69 4.42
111 H 5.26 3.81 3.02
112 H 5.02 3.76 4.74
113 H 3.01 4.11 2.63
114 H 2.71 4.26 5.45
115 H 2.00 3.09 4.31
116 H 1.24 6.04 4.61
117 H 0.29 4.68 5.11
118 H -0.66 6.71 2.88
119 H -1.56 5.25 3.31
120 H -0.97 5.49 1.69
121 C 4.26 0.96 -4.63
122 O 5.00 1.41 -3.49
123 C 4.18 1.52 -2.27
124 C 5.03 2.02 -1.09
125 N 6.14 1.10 -0.82
126 C 7.03 1.56 0.30
127 C 8.06 0.52 0.43
128 O 8.78 0.51 -0.82
129 C 9.74 -0.53 -0.79
130 H 4.89 1.15 -5.50
131 H 3.38 1.59 -4.74
132 H 4.04 -0.10 -4.53
133 H 3.77 0.55 -1.98
134 H 3.41 2.26 -2.48
135 H 4.42 2.07 -0.18
136 H 5.25 3.07 -1.25
137 H 6.63 0.94 -1.68
138 H 6.52 1.83 1.22
139 H 7.35 2.50 -0.14
140 H 7.56 -0.43 0.66
141 H 8.82 0.73 1.18
142 H 10.41 -0.42 0.07
143 H 10.35 -0.37 -1.67
144 H 9.24 -1.49 -0.83
145 C -3.04 -3.88 -5.02
146 O -1.87 -4.17 -4.31
147 C -1.57 -3.04 -3.48
148 C -0.21 -3.27 -2.74
149 N 0.87 -2.93 -3.69
150 C 2.19 -3.03 -3.08
151 C 2.51 -4.53 -2.74
152 O 2.31 -5.32 -3.90
153 C 2.32 -6.70 -3.70
154 H -3.00 -2.97 -5.61
155 H -3.98 -3.73 -4.48
156 H -3.25 -4.70 -5.70
157 H -2.27 -3.06 -2.65
158 H -1.54 -2.09 -4.03
159 H -0.20 -4.32 -2.47
160 H -0.13 -2.67 -1.84
161 H 0.80 -3.75 -4.27
162 H 2.31 -2.49 -2.15
163 H 2.87 -2.68 -3.85
164 H 1.80 -4.96 -2.03
165 H 3.57 -4.63 -2.52
166 H 1.41 -7.00 -3.18
167 H 3.16 -7.14 -3.17
168 H 2.30 -7.07 -4.73
169 C -4.79 4.21 -9.44
170 O -3.88 4.42 -8.27
171 C -2.51 4.78 -8.53
172 C -1.91 5.24 -7.19
173 N -1.83 4.17 -6.20
174 C -1.49 4.64 -4.86
175 C -1.35 3.49 -3.84
176 O -2.53 3.32 -3.03
177 C -2.37 2.41 -1.94
178 H -4.65 3.24 -9.93
179 H -4.67 4.97 -10.21
180 H -5.83 4.20 -9.10
181 H -2.41 5.62 -9.22
182 H -1.99 3.92 -8.96
183 H -2.45 6.08 -6.75
184 H -0.95 5.65 -7.51
185 H -2.68 3.63 -6.30
186 H -2.15 5.43 -4.50
187 H -0.49 5.06 -4.95
188 H -0.43 3.74 -3.31
189 H -1.17 2.54 -4.35
190 H -2.29 1.38 -2.28
191 H -3.26 2.43 -1.32
192 H -1.46 2.60 -1.38
193 C -3.28 1.78 2.30
194 O -2.18 0.87 2.30
195 C -1.02 1.41 2.91
196 C 0.22 0.52 2.69
197 N 0.40 -0.09 1.33
198 C 0.61 0.89 0.28
199 C 0.79 0.18 -1.09
200 O 0.53 1.15 -2.10
201 C 0.75 0.68 -3.40
202 H -3.10 2.56 1.56
203 H -3.52 2.20 3.27
204 H -4.19 1.26 1.99
205 H -1.22 1.59 3.96
206 H -0.76 2.38 2.50
207 H 0.07 -0.27 3.42
208 H 1.11 1.08 2.99
209 H -0.44 -0.63 1.17
210 H 1.56 1.41 0.42
211 H -0.13 1.68 0.30
212 H 0.01 -0.58 -1.16
213 H 1.72 -0.38 -1.20
214 H 0.56 1.43 -4.17
215 H -0.03 -0.03 -3.66
216 H 1.73 0.29 -3.69

Values from the calculation:
* 2S+1: 2
* lowest unoccupied orbital energy (alpha / beta): 2.014 / 1.995 eV
* electronic energy: -108437.09807 eV
* energy relative to the best compared isomer or geometry (same formula, charge and spin): 0.0 kJ/mol
* Kohn-Sham gap (alpha / beta): 0.0459 / 0.3195 hartree
* net charge: -1

These are the Löwdin partial charges, in e, on atoms 1 to 99: atom 1 (C): -0.1115, atom 2 (O): -0.2061, atom 3 (C): -0.2017, atom 4 (C): -0.1662, atom 5 (N): -0.0413, atom 6 (C): -0.1792, atom 7 (C): -0.1878, atom 8 (O): -0.1879, atom 9 (C): -0.1491, atom 10 (H): 0.0784, atom 11 (H): 0.0778, atom 12 (H): 0.0876, atom 13 (H): 0.1103, atom 14 (H): 0.1092, atom 15 (H): 0.1017, atom 16 (H): 0.0883, atom 17 (H): 0.0923, atom 18 (H): 0.1101, atom 19 (H): 0.1079, atom 20 (H): 0.0987, atom 21 (H): 0.0798, atom 22 (H): 0.0872, atom 23 (H): 0.0831, atom 24 (H): 0.0810, atom 25 (C): -0.0976, atom 26 (O): -0.2483, atom 27 (C): -0.1937, atom 28 (C): -0.1706, atom 29 (N): -0.0251, atom 30 (C): -0.2406, atom 31 (C): -0.2590, atom 32 (O): -0.1993, atom 33 (C): -0.1356, atom 34 (H): 0.0781, atom 35 (H): 0.0816, atom 36 (H): 0.0835, atom 37 (H): 0.1016, atom 38 (H): 0.1050, atom 39 (H): 0.1026, atom 40 (H): 0.1001, atom 41 (H): 0.0578, atom 42 (H): 0.1039, atom 43 (H): 0.1131, atom 44 (H): 0.1209, atom 45 (H): 0.1107, atom 46 (H): 0.0770, atom 47 (H): 0.0756, atom 48 (H): 0.0780, atom 49 (C): -0.1612, atom 50 (O): -0.1897, atom 51 (C): -0.2414, atom 52 (C): -0.2159, atom 53 (N): -0.0583, atom 54 (C): -0.1926, atom 55 (C): -0.2527, atom 56 (O): -0.1904, atom 57 (C): -0.1464, atom 58 (H): 0.0728, atom 59 (H): 0.0728, atom 60 (H): 0.0675, atom 61 (H): 0.1142, atom 62 (H): 0.1221, atom 63 (H): 0.1027, atom 64 (H): 0.0990, atom 65 (H): 0.0923, atom 66 (H): 0.1039, atom 67 (H): 0.1000, atom 68 (H): 0.1076, atom 69 (H): 0.1025, atom 70 (H): 0.0809, atom 71 (H): 0.0816, atom 72 (H): 0.0793, atom 73 (C): -0.1252, atom 74 (O): -0.2200, atom 75 (C): -0.2129, atom 76 (C): -0.2316, atom 77 (N): -0.0518, atom 78 (C): -0.2139, atom 79 (C): -0.2251, atom 80 (O): -0.2223, atom 81 (C): -0.1462, atom 82 (H): 0.0768, atom 83 (H): 0.0783, atom 84 (H): 0.0848, atom 85 (H): 0.1105, atom 86 (H): 0.1116, atom 87 (H): 0.1005, atom 88 (H): 0.1109, atom 89 (H): 0.0884, atom 90 (H): 0.1097, atom 91 (H): 0.1020, atom 92 (H): 0.1044, atom 93 (H): 0.1198, atom 94 (H): 0.0740, atom 95 (H): 0.0787, atom 96 (H): 0.0674, atom 97 (C): -0.1097, atom 98 (O): -0.1932, atom 99 (C): -0.2775